Entry 1:
38
Properties=species:S:1:pos:R:3:nbo_charge:R:1 method="wB97M-V/def2-TZVPD" fmax_ha_per_bohr=0.18157 orbital_gap_ev=7.75 smiles="O=C1NC(=O)c2cc(C(F)(F)C(F)F)ccc21.ClCCCl.ClCCCl" e_above_lowest_kj_mol=698.93 total_energy_ha=-2986.31605 e_homo_ev=-9.54
O -4.499 -1.266 1.704 -0.50
C -3.567 -1.970 1.056 0.66
N -3.287 -3.470 1.282 -0.72
C -2.667 -4.123 0.028 0.66
O -2.724 -5.434 -0.299 -0.51
C -1.909 -2.899 -0.754 -0.13
C -0.778 -2.859 -1.938 -0.14
C -0.177 -1.438 -2.490 -0.11
C 0.982 -1.235 -3.629 0.63
F 2.239 -0.802 -2.927 -0.35
F 0.543 -0.052 -4.457 -0.34
C 1.287 -2.541 -4.567 0.51
F 1.698 -3.765 -3.829 -0.34
F 0.169 -2.796 -5.551 -0.34
C -0.801 -0.053 -1.798 -0.14
C -1.949 -0.059 -0.605 -0.20
C -2.495 -1.518 -0.097 -0.09
H -2.666 -3.531 2.144 0.43
H -0.409 -3.876 -2.383 0.27
H 2.220 -2.254 -5.254 0.20
H -0.353 0.985 -2.171 0.26
H -2.371 0.914 -0.094 0.27
Cl 0.002 2.869 -1.450 -0.05
C 1.455 3.844 -1.119 -0.38
C 2.060 3.530 0.240 -0.39
Cl 1.021 4.073 1.582 -0.05
H 1.181 4.901 -1.203 0.23
H 2.176 3.615 -1.908 0.23
H 3.016 4.050 0.351 0.23
H 2.239 2.457 0.363 0.23
Cl -0.004 1.080 3.305 -0.06
C 0.622 1.194 4.969 -0.39
C 1.386 2.487 5.208 -0.39
Cl 2.921 2.539 4.306 -0.06
H 1.248 0.316 5.158 0.22
H -0.243 1.145 5.636 0.22
H 1.639 2.579 6.268 0.22
H 0.794 3.363 4.923 0.23

***

Entry 2:
39
Properties=species:S:1:pos:R:3:nbo_charge:R:1 method="wB97M-V/def2-TZVPD" fmax_ha_per_bohr=0.00319 orbital_gap_ev="7.36 / 5.59" multiplicity=6 charge=+1 e_above_lowest_kj_mol=0.96 total_energy_ha=-3163.94414 e_homo_ev="-10.81 / -10.87"
Ru 0.845 0.516 0.848 1.05
S 1.232 -0.356 4.698 -0.23
Sb 2.715 0.966 3.377 0.97
S 2.790 -0.457 1.382 -0.37
S 1.011 2.280 2.256 -0.34
Cl -1.377 0.372 -5.748 0.04
C -1.225 0.593 -4.040 -0.02
C -2.303 1.010 -3.312 -0.23
C -2.205 1.203 -1.918 -0.24
I -3.872 1.814 -0.840 0.20
C -1.018 0.987 -1.258 0.35
O -0.842 1.170 0.038 -0.68
C 0.086 0.522 -2.019 0.11
N 1.217 0.258 -1.304 -0.47
C 2.294 -0.165 -1.931 0.11
C 2.318 -0.359 -3.320 -0.25
C 1.188 -0.121 -4.053 -0.09
C 0.018 0.329 -3.407 -0.10
H -3.242 1.199 -3.814 0.25
H 3.167 -0.362 -1.323 0.23
H 3.228 -0.703 -3.789 0.24
H 1.178 -0.276 -5.123 0.25
O -0.465 -0.842 2.029 -0.69
C -0.961 -1.616 1.169 0.78
O -0.540 -1.802 0.016 -0.71
C -2.255 -2.317 1.581 -0.16
N -2.743 -3.027 0.339 -0.52
C -3.952 -2.275 -0.154 -0.22
C -4.580 -1.765 1.129 -0.42
C -3.369 -1.321 1.952 -0.42
H -2.059 -3.056 2.355 0.25
H -2.959 -4.004 0.520 0.43
H -1.943 -2.953 -0.319 0.48
H -4.569 -2.936 -0.756 0.23
H -3.579 -1.456 -0.770 0.23
H -5.130 -2.565 1.628 0.22
H -5.272 -0.949 0.932 0.25
H -3.557 -1.322 3.022 0.25
H -3.060 -0.315 1.667 0.25